No. 1
{
  "formula": "C31H42IN6RuSi2",
  "method": "ωB97M-V with the def2-TZVPD basis set",
  "symbols": ["Ru", "C", "C", "C", "C", "C", "C", "C", "N", "N", "C", "C", "C", "C", "C", "C", "N", "C", "C", "C", "C", "C", "C", "N", "H", "H", "H", "H", "H", "H", "H", "H", "H", "H", "H", "H", "H", "H", "H", "H", "H", "H", "H", "H", "C", "Si", "C", "C", "N", "C", "C", "C", "C", "C", "C", "N", "Si", "C", "C", "C", "H", "H", "H", "H", "H", "H", "H", "H", "H", "H", "H", "H", "H", "H", "H", "H", "H", "H", "H", "H", "H", "H", "I"],
  "coordinates": [[-0.42486, -0.05013, -0.73527], [-2.45683, 2.34609, 1.33023], [-3.44574, 1.21734, 1.52318], [-3.70694, 0.26827, 0.37993], [-5.04369, -0.00225, 0.10362], [-5.39640, -1.06225, -0.71135], [-4.38564, -1.86834, -1.18707], [-3.07730, -1.50990, -0.91464], [-2.71013, -0.42833, -0.21049], [-1.07123, 1.89727, 1.39490], [-0.18394, 2.85751, 0.75918], [-0.60798, 3.11813, -0.65172], [-0.79354, 4.42477, -1.07768], [-1.19985, 4.67419, -2.37509], [-1.43225, 3.58733, -3.19662], [-1.24123, 2.31161, -2.69399], [-0.82010, 2.05622, -1.44687], [-0.65318, 1.68072, 2.76525], [0.64969, 0.92532, 2.86541], [1.34571, 0.88453, 4.06854], [2.53511, 0.18045, 4.12301], [2.99079, -0.44904, 2.97432], [2.22759, -0.35425, 1.82300], [1.07695, 0.31733, 1.76695], [-2.64503, 3.12618, 2.08684], [-2.63568, 2.80752, 0.36024], [-4.40534, 1.65354, 1.80372], [-3.14213, 0.60347, 2.37446], [-5.80646, 0.60670, 0.56989], [-6.43609, -1.27222, -0.92723], [-4.57964, -2.75224, -1.77813], [-2.27083, -2.12354, -1.27790], [0.82597, 2.44651, 0.77044], [-0.17048, 3.81401, 1.30810], [-0.61278, 5.23348, -0.38236], [-1.33946, 5.68737, -2.72875], [-1.76291, 3.70508, -4.21908], [-1.42211, 1.44882, -3.31636], [-1.42513, 1.11524, 3.29144], [-0.55298, 2.63957, 3.30326], [0.95856, 1.40104, 4.93848], [3.10083, 0.12827, 5.04446], [3.91694, -1.00705, 2.96513], [2.53849, -0.83315, 0.90347], [0.73255, -3.46337, 2.38390], [-0.63111, -2.87218, 1.23083], [-1.75142, -1.85136, 2.33283], [-1.66015, -4.34183, 0.66154], [0.03896, -1.92388, -0.09028], [1.14575, -2.39489, -0.73421], [1.53906, -3.75125, -0.77377], [2.68334, -4.14955, -1.41809], [3.48638, -3.19730, -2.05792], [3.13051, -1.87076, -2.04583], [1.96102, -1.41782, -1.38649], [1.55509, -0.11177, -1.28261], [2.64323, 1.07849, -1.99287], [4.35591, 0.88909, -1.21103], [2.26949, 2.89477, -1.72225], [2.66345, 0.91747, -3.86364], [0.33827, -4.24415, 3.04088], [1.05274, -2.63299, 3.01880], [1.61281, -3.85698, 1.87756], [-1.70962, -2.27410, 3.34102], [-2.79148, -1.85128, 2.00738], [-1.39465, -0.82338, 2.37759], [-2.00772, -4.89029, 1.54244], [-1.12244, -5.04296, 0.02280], [-2.54546, -4.01007, 0.11518], [0.90909, -4.49895, -0.31176], [2.95054, -5.19818, -1.44836], [4.38119, -3.50530, -2.58386], [3.76316, -1.17278, -2.57423], [4.52228, 1.70286, -0.50047], [5.14675, 0.94644, -1.96405], [4.47878, -0.05300, -0.67669], [2.19270, 3.19584, -0.67785], [1.41199, 3.26624, -2.28041], [3.15485, 3.39897, -2.12618], [2.75553, -0.10956, -4.21499], [3.47550, 1.51112, -4.29347], [1.71902, 1.30196, -4.25790], [-0.76468, -1.04450, -3.23040]],
  "max_force_ev_per_a": 0.1,
  "spin_multiplicity": 2,
  "homo_ev": [-6.1, -6.8],
  "total_energy_ev": -68211.6087,
  "s2": 0.791
}

No. 2
{
  "formula": "H12O5S2",
  "method": "ωB97M-V with the def2-TZVPD basis set",
  "symbols": ["S", "S", "H", "H", "O", "H", "H", "O", "H", "H", "O", "H", "H", "O", "H", "H", "O", "H", "H"],
  "coordinates": [[4.11529, -0.02568, 0.88384], [4.02504, -1.34163, -0.72976], [3.73409, 1.08471, 0.22343], [2.70035, -1.45252, -0.92916], [-1.19634, 1.29458, -0.16237], [-2.02617, 0.95006, -0.50142], [-0.94563, 0.78360, 0.62217], [-4.46548, 0.31756, -1.99919], [-4.92090, -0.50958, -1.81047], [-3.62302, 0.06047, -2.38701], [-1.57671, 0.18406, 2.55216], [-0.95151, 0.82447, 2.91297], [-1.02423, -0.61907, 2.55421], [1.20145, 0.34603, -1.23004], [1.06369, -0.03737, -2.09913], [0.46336, 0.95021, -1.03038], [0.77571, -1.05909, 1.21322], [0.96901, -0.63993, 0.34807], [1.68201, -1.11089, 1.56885]],
  "max_force_ev_per_a": 0.9,
  "spin_multiplicity": 1,
  "homo_ev": -9.5,
  "total_energy_ev": -32103.0222,
  "smiles": "SS.O.O.O.O.O"
}

No. 3
{
  "formula": "C8H17O3P",
  "method": "ωB97M-V with the def2-TZVPD basis set",
  "symbols": ["C", "C", "C", "C", "C", "C", "C", "C", "O", "O", "O", "P", "H", "H", "H", "H", "H", "H", "H", "H", "H", "H", "H", "H", "H", "H", "H", "H", "H"],
  "coordinates": [[-0.16165, 0.14552, -1.34655], [1.22936, -0.50302, -1.02437], [-1.37852, -0.33151, -0.49615], [2.29081, 0.23108, -1.92929], [1.14347, -2.03985, -1.26637], [-2.35658, 0.90097, -0.61112], [0.56091, 0.94381, 3.30085], [-0.46987, 1.28940, 2.19720], [-1.09007, -1.48031, 2.05340], [1.51737, -0.18896, 0.28459], [-1.89882, -1.58571, -0.99512], [-0.84466, -0.29310, 1.26712], [-0.00163, 1.16298, -1.19609], [-0.22341, -0.12175, -2.41917], [2.47376, 1.23786, -1.49811], [1.88328, 0.24067, -2.88010], [3.28759, -0.32762, -1.74216], [2.07118, -2.55125, -0.89132], [1.04088, -2.20451, -2.32398], [0.33147, -2.51137, -0.67800], [-3.34918, 0.71525, -0.11691], [-2.68717, 1.04183, -1.75605], [-1.83653, 1.79532, -0.40708], [0.80831, 1.92200, 3.91189], [0.09689, 0.23063, 4.08386], [1.44957, 0.42379, 2.77548], [-0.01102, 2.00440, 1.41036], [-1.36291, 1.66960, 2.62872], [-2.51282, -1.81614, -0.33555]],
  "max_force_ev_per_a": 4.5,
  "spin_multiplicity": 1,
  "homo_ev": [-8.4, -8.4],
  "total_energy_ev": -24000.2307
}

No. 4
{
  "formula": "C5H9NO",
  "method": "ωB97M-V with the def2-TZVPD basis set",
  "symbols": ["H", "N", "C", "C", "O", "C", "C", "C", "H", "H", "H", "H", "H", "H", "H", "H"],
  "coordinates": [[0.31705, -2.83314, 0.68961], [-0.62095, -2.72998, 0.30392], [-0.67618, -1.47326, 0.13428], [-1.82381, -0.79219, -0.53019], [0.42801, -0.76020, 0.55947], [0.44027, 0.63812, 0.59770], [0.81884, 1.39231, -0.63122], [1.77341, 1.31222, 0.52467], [-2.25856, -0.06702, 0.15009], [-1.46840, -0.26113, -1.41108], [-2.59381, -1.50142, -0.84215], [-0.30142, 1.06845, 1.25796], [1.05871, 0.79458, -1.49984], [0.32302, 2.33184, -0.82348], [2.63854, 0.67651, 0.40106], [1.94528, 2.20433, 1.11920]],
  "max_force_ev_per_a": 0.9,
  "spin_multiplicity": 1,
  "homo_ev": -9.7,
  "total_energy_ev": -8867.1593,
  "smiles": "[H]/N=C(/C)OC1CC1"
}

No. 5
{
  "formula": "C6H14O2",
  "method": "ωB97M-V with the def2-TZVPD basis set",
  "symbols": ["C", "C", "C", "C", "C", "C", "O", "H", "H", "H", "H", "H", "H", "H", "H", "H", "H", "H", "H", "O", "H", "H"],
  "coordinates": [[1.94492, 0.96177, 1.02623], [1.23705, 1.63256, 0.13472], [0.66500, 1.55195, -1.27247], [-0.20968, 0.42612, -1.72720], [-1.57723, 0.08814, -0.80947], [-1.01140, -0.81739, 0.24506], [-2.07514, -1.30482, 1.08317], [2.23160, -0.11878, 1.13374], [2.11647, 1.41524, 1.91802], [0.94466, 2.62786, 0.24829], [1.49107, 1.59102, -2.00515], [-0.00762, 2.44002, -1.51188], [0.41801, -0.50412, -1.98083], [-0.73913, 0.43676, -2.79805], [-2.35664, -0.48590, -1.34441], [-1.97410, 1.11103, -0.41608], [-0.38585, -0.29735, 1.08007], [-0.42779, -1.72101, -0.03808], [-2.95810, -0.80874, 1.07839], [1.32089, -2.75840, 1.92668], [0.68526, -2.56725, 2.72490], [0.66774, -2.89872, 1.30436]],
  "max_force_ev_per_a": 5.2,
  "spin_multiplicity": 1,
  "homo_ev": -9.5,
  "total_energy_ev": -10540.3553,
  "smiles": "C=CCCCCO.O"
}

No. 6
{
  "formula": "C22H33N5O5S",
  "method": "ωB97M-V with the def2-TZVPD basis set",
  "symbols": ["C", "C", "C", "C", "N", "C", "O", "C", "C", "C", "C", "S", "O", "O", "N", "C", "C", "C", "C", "C", "C", "C", "C", "N", "N", "C", "C", "C", "C", "O", "N", "C", "O", "H", "H", "H", "H", "H", "H", "H", "H", "H", "H", "H", "H", "H", "H", "H", "H", "H", "H", "H", "H", "H", "H", "H", "H", "H", "H", "H", "H", "H", "H", "H", "H", "H"],
  "coordinates": [[6.94003, 2.52288, 0.48246], [6.57618, 1.04306, 0.48736], [5.07757, 0.79751, 0.65866], [4.26489, 1.30615, -0.53203], [2.86766, 0.91640, -0.42688], [1.91417, 1.86383, -0.22852], [2.17347, 3.02793, 0.00540], [0.50518, 1.34695, -0.26019], [0.00849, 0.67160, -1.37023], [-1.26845, 0.13832, -1.33499], [-2.04082, 0.29463, -0.19920], [-3.65847, -0.48247, -0.10470], [-3.74297, -1.44243, -1.16364], [-3.84954, -0.93236, 1.24552], [-4.75299, 0.71956, -0.40191], [-4.73914, 1.24329, -1.75370], [-5.73366, 0.49892, -2.63647], [-5.11234, 1.59573, 0.68686], [-6.60409, 1.91371, 0.68531], [-1.58174, 1.01728, 0.88511], [-0.30481, 1.54953, 0.85213], [2.55130, -0.45506, -0.60817], [1.98016, -1.18100, 0.41374], [1.74725, -0.60373, 1.62302], [1.58386, -2.47955, 0.22164], [0.73670, -3.16878, 1.18677], [-0.67686, -2.58334, 1.20827], [-1.57755, -3.30841, 2.19809], [1.82410, -3.14646, -0.97649], [1.49842, -4.29517, -1.15402], [2.47941, -2.41420, -1.92439], [2.83069, -1.06436, -1.88055], [3.32499, -0.53035, -2.85215], [6.51907, 3.02518, -0.38363], [6.56585, 3.01080, 1.37970], [8.02034, 2.64309, 0.45237], [6.90857, 0.58247, -0.44508], [7.10388, 0.54959, 1.30711], [4.73206, 1.29204, 1.57052], [4.90724, -0.27815, 0.76697], [4.27943, 2.39567, -0.57172], [4.66546, 0.90192, -1.46490], [0.62027, 0.56041, -2.25263], [-1.66608, -0.43017, -2.16115], [-4.97541, 2.31012, -1.72057], [-3.73038, 1.13416, -2.16784], [-5.47547, -0.55582, -2.64852], [-6.74160, 0.60789, -2.24599], [-5.69989, 0.88995, -3.65031], [-4.85810, 1.05254, 1.59782], [-4.52748, 2.52741, 0.64885], [-6.85175, 2.51390, 1.55691], [-6.88317, 2.46676, -0.20795], [-7.17555, 0.99069, 0.71765], [-2.21327, 1.12270, 1.75280], [0.07899, 2.11095, 1.69044], [1.52968, -1.18091, 2.41503], [2.23656, 0.25776, 1.80198], [0.69896, -4.21062, 0.86070], [1.19653, -3.14141, 2.17951], [-0.63988, -1.52282, 1.46309], [-1.10676, -2.66347, 0.20838], [-1.18047, -3.23971, 3.20911], [-1.67167, -4.35807, 1.93305], [-2.56328, -2.85157, 2.17715], [2.65626, -2.89291, -2.80093]],
  "max_force_ev_per_a": 1.2,
  "spin_multiplicity": 1,
  "homo_ev": -8.5,
  "total_energy_ev": -51874.9910,
  "smiles": "CCCCN(C(=O)c1ccc(S(=O)(=O)N(CC)CC)cc1)c1c(N)n(CCC)c(=O)[nH]c1=O"
}

No. 7
{
  "formula": "C39H94N2O9",
  "method": "ωB97M-V with the def2-TZVPD basis set",
  "symbols": ["C", "C", "C", "C", "C", "C", "C", "C", "C", "N", "O", "H", "H", "H", "H", "H", "H", "H", "H", "H", "H", "H", "H", "H", "H", "H", "H", "H", "H", "H", "C", "C", "C", "C", "C", "C", "C", "C", "C", "N", "O", "H", "H", "H", "H", "H", "H", "H", "H", "H", "H", "H", "H", "H", "H", "H", "H", "H", "H", "H", "C", "C", "C", "O", "H", "H", "H", "H", "H", "H", "H", "H", "C", "C", "C", "O", "H", "H", "H", "H", "H", "H", "H", "H", "C", "C", "C", "O", "H", "H", "H", "H", "H", "H", "H", "H", "C", "C", "C", "O", "H", "H", "H", "H", "H", "H", "H", "H", "C", "C", "C", "O", "H", "H", "H", "H", "H", "H", "H", "H", "C", "C", "C", "O", "H", "H", "H", "H", "H", "H", "H", "H", "C", "C", "C", "O", "H", "H", "H", "H", "H", "H", "H", "H"],
  "coordinates": [[-4.41884, -3.68272, 4.74268], [-3.60413, -2.73467, 3.76669], [-2.88332, -3.53345, 2.67747], [-4.64838, -1.84586, 2.91625], [-5.29000, -0.67648, 3.76191], [-4.11869, 0.15215, 4.24272], [-3.02369, -0.58489, 5.09857], [-1.75556, 0.27683, 5.16097], [-3.53382, -0.80601, 6.56533], [-2.64349, -1.87787, 4.43877], [-1.72609, -2.67742, 5.12308], [-5.02978, -3.10167, 5.43350], [-5.13426, -4.31655, 4.21871], [-3.76132, -4.23696, 5.41245], [-3.62389, -4.16174, 2.18260], [-2.24415, -2.93135, 2.03169], [-2.09936, -4.20650, 3.02462], [-4.26755, -1.44634, 1.97633], [-5.39360, -2.58037, 2.61087], [-5.93117, -0.08377, 3.10945], [-5.87975, -1.09943, 4.57519], [-4.58872, 0.99012, 4.75747], [-3.65660, 0.62701, 3.37723], [-1.11214, 0.22165, 6.03908], [-2.05598, 1.32032, 5.06624], [-1.12946, 0.13889, 4.27946], [-4.41358, -1.44145, 6.66699], [-3.68964, 0.15283, 7.05976], [-2.79562, -1.30710, 7.19148], [-2.24274, -3.03637, 5.84822], [3.29935, 4.16039, -2.87203], [2.57419, 4.45285, -4.25282], [1.97516, 5.91199, -4.12457], [3.62447, 4.51410, -5.45761], [4.05653, 3.06446, -5.98899], [2.72463, 2.42861, -6.39531], [1.72181, 2.23137, -5.17560], [0.45609, 1.61345, -5.76693], [2.35115, 1.18209, -4.26435], [1.45551, 3.54441, -4.52843], [0.57142, 3.35977, -3.43796], [4.11792, 4.87341, -2.77389], [3.72003, 3.16037, -2.76668], [2.59896, 4.27277, -2.04443], [2.78037, 6.61737, -3.91922], [1.35433, 5.94067, -3.22911], [1.36202, 6.29751, -4.93914], [3.32165, 5.11184, -6.31732], [4.54961, 5.00793, -5.16038], [4.45533, 2.51943, -5.13343], [4.70106, 2.97472, -6.86342], [3.03447, 1.52236, -6.91570], [2.19801, 3.04584, -7.12318], [0.00392, 2.30383, -6.47897], [0.69811, 0.68579, -6.28555], [-0.30312, 1.29637, -5.05197], [3.21667, 1.52314, -3.69631], [1.63541, 0.88765, -3.49680], [2.68883, 0.24535, -4.70773], [-0.09501, 4.03195, -3.59814], [4.62431, 1.71601, 0.16706], [3.84464, 0.79288, 1.13995], [4.67510, 0.46253, 2.38970], [2.66770, 1.50172, 1.51031], [4.96602, 2.58241, 0.73335], [3.91124, 2.13498, -0.54293], [5.47528, 1.23594, -0.31615], [3.59436, -0.13360, 0.62313], [4.02814, -0.27962, 2.85744], [4.78604, 1.31629, 3.05820], [5.68051, 0.06408, 2.25371], [1.95593, 0.87943, 1.67689], [0.25326, 3.40420, 3.04234], [0.36338, 4.23874, 1.73351], [-0.11512, 5.70564, 1.87905], [1.71599, 4.18815, 1.33477], [0.60063, 2.38191, 2.89284], [-0.81275, 3.31725, 3.25247], [0.86125, 3.80050, 3.85560], [-0.12119, 3.79031, 0.86621], [-0.17186, 6.20071, 0.90963], [0.56346, 6.22356, 2.55684], [-1.13883, 5.67063, 2.25173], [2.04466, 3.29005, 1.41842], [-1.25404, -3.85150, -1.63070], [-1.28530, -5.40301, -1.58037], [-2.07827, -6.05846, -0.37463], [-1.94232, -5.83435, -2.76468], [-0.62636, -3.47157, -2.43678], [-0.97316, -3.41072, -0.67419], [-2.27243, -3.47114, -1.71008], [-0.29209, -5.85165, -1.56193], [-3.10109, -5.68247, -0.35078], [-1.58607, -5.67107, 0.51743], [-2.12790, -7.14732, -0.37173], [-1.39618, -5.56280, -3.50603], [1.29628, -4.59642, 1.82008], [0.74405, -4.20293, 3.24920], [1.82482, -4.33841, 4.29821], [0.26580, -2.90570, 3.09255], [1.61387, -5.63760, 1.76382], [2.10413, -3.90828, 1.57118], [0.61162, -4.57912, 0.97212], [-0.03752, -4.93188, 3.46338], [2.48859, -3.47673, 4.22749], [2.36767, -5.27305, 4.15727], [1.42402, -4.46427, 5.30401], [-0.14969, -2.59166, 3.89899], [-1.69379, 0.29609, 1.49768], [-0.47348, -0.18298, 0.73015], [0.04929, 0.87710, -0.26411], [0.59601, -0.58005, 1.58608], [-2.13820, -0.43759, 2.17022], [-2.54471, 0.64921, 0.91514], [-1.40027, 1.11398, 2.15570], [-0.71120, -1.05891, 0.12655], [-0.70785, 1.17190, -0.99069], [0.92375, 0.59731, -0.85160], [0.29542, 1.79201, 0.27483], [0.35126, -1.42392, 1.97282], [2.43575, -2.24179, -2.04418], [3.70345, -2.13775, -2.90868], [4.80629, -1.30098, -2.38500], [4.32924, -3.43807, -3.05369], [1.88971, -1.29931, -2.08511], [2.66978, -2.47677, -1.00586], [1.85310, -3.06057, -2.46633], [3.41029, -1.80497, -3.90438], [5.72762, -1.45474, -2.94680], [5.05947, -1.39505, -1.32899], [4.55700, -0.24945, -2.52723], [4.87585, -3.58844, -2.27896], [-4.54244, 2.86762, -3.43161], [-4.29642, 1.35107, -3.14874], [-3.81453, 1.02589, -1.73699], [-5.56462, 0.72253, -3.36866], [-5.42061, 3.15335, -2.85258], [-4.73497, 3.02112, -4.49343], [-3.61071, 3.40273, -3.24821], [-3.54608, 0.93471, -3.82085], [-3.61715, -0.00415, -1.44007], [-4.53517, 1.40834, -1.01414], [-2.81862, 1.46044, -1.65076], [-5.38668, -0.16485, -3.68880]],
  "max_force_ev_per_a": 2.9,
  "spin_multiplicity": 1,
  "homo_ev": -8.3,
  "total_energy_ev": -63371.2289,
  "smiles": "CC1(C)CCCC(C)(C)N1O.CC1(C)CCCC(C)(C)N1O.CC(C)O.CC(C)O.CC(C)O.CC(C)O.CC(C)O.CC(C)O.CC(C)O"
}